No. 1
A cluster of 6 separate species, C34H58BF5N2O21PS in total in a non-equilibrium geometry. Source: the OMol25 dataset; level of theory: the ωB97M-V functional and the def2-TZVPD basis.

Summary:
Maximum force   1.2 eV Å⁻¹
E   -116558.0889 eV
Net charge   +1

Geometry as XYZ:
```
123
Properties=species:S:1:pos:R:3:forces:R:3:mulliken_charge:R:1
C -3.9538 -3.6968 3.7052 0.20 -0.23 -0.09 -1.1258
C -3.4070 -3.4257 2.3160 0.08 -0.02 0.07 -0.2699
O -3.4220 -2.0086 2.0434 -0.12 0.05 0.03 -0.2299
C -3.2299 -1.7633 0.6952 0.00 -0.19 0.19 -1.4025
N -2.7485 -0.3416 0.5583 -0.70 -0.38 0.17 1.7276
C -1.7339 -0.2494 -0.5573 0.38 0.93 -0.61 -1.2589
C -0.2865 0.0911 -0.1389 -0.01 -0.35 0.18 -0.5778
C 0.1149 -0.2089 1.3218 0.36 0.03 -0.34 -0.8001
C 1.4600 -0.9650 1.4645 0.03 0.04 0.30 1.5133
C 2.3674 -0.2070 2.4330 -0.06 -0.34 0.16 -1.7593
C 1.2117 -2.3680 2.0190 -0.33 0.19 -0.06 -1.8204
C -2.3963 0.6624 -1.6177 -0.20 -0.74 -0.71 -1.8168
C -3.8962 0.8317 -1.2316 0.62 -0.10 -0.17 2.2897
C -4.6820 -0.2546 -2.0109 -0.38 0.12 0.08 -2.1318
C -6.2171 -0.3458 -1.8020 0.25 -0.27 -0.22 -0.9264
C -6.9780 -0.1336 -3.1113 0.18 -0.06 -0.08 -0.9310
S -8.6819 0.3326 -2.9434 0.03 0.09 -0.23 1.2211
O -9.3414 -0.0658 -4.1406 -0.05 -0.08 0.02 -0.6379
O -8.8074 1.6695 -2.4610 -0.02 -0.03 0.18 -0.5601
O -9.1029 -0.6499 -1.7511 -0.21 0.13 0.13 -0.5068
P -4.4680 2.4661 -1.8738 -0.75 0.08 0.29 -0.0996
N -5.8883 2.8993 -1.4292 0.32 0.02 -0.22 -0.6018
C -3.8413 0.7214 0.3121 -0.08 0.92 -0.43 -0.0084
C -5.1084 0.4353 1.0942 -0.19 -0.03 -0.15 -2.7167
O -4.7397 0.6222 2.4482 0.25 -0.19 -0.03 -0.2765
C -5.4872 -0.0787 3.4297 -0.22 0.04 0.15 -0.8567
B -3.3978 2.1771 0.9679 0.27 -0.11 0.38 0.6921
O -4.4025 3.0857 1.1115 -0.31 -0.53 0.26 -0.4931
C -1.9317 2.5502 1.3862 -0.37 0.36 0.18 0.4716
C -1.7702 3.9730 1.9452 0.25 -0.08 -0.18 -1.8903
H -4.6497 -2.9216 4.0135 -0.05 -0.02 -0.03 0.2077
H -3.1489 -3.7791 4.4325 -0.04 0.20 0.08 0.3293
H -4.4771 -4.6520 3.7042 -0.05 0.02 0.04 0.3801
H -3.9970 -3.9441 1.5538 -0.07 0.09 0.00 0.3634
H -2.3701 -3.7666 2.2332 -0.03 -0.06 -0.09 0.2582
H -2.4537 -2.4181 0.2912 0.07 0.08 0.00 0.6204
H -4.1483 -1.9026 0.1218 0.01 0.09 -0.07 0.5018
H -2.3910 -0.1555 1.5003 0.48 0.11 -0.19 0.8015
H -1.6620 -1.2034 -1.0702 -0.36 -0.38 0.63 0.7199
H 0.3545 -0.5278 -0.7662 -0.07 0.09 -0.16 0.4975
H -0.0438 1.1179 -0.4058 -0.07 0.07 0.06 0.6839
H 0.2237 0.7321 1.8566 -0.23 0.03 0.09 -0.0377
H -0.6427 -0.8043 1.8428 -0.02 0.07 0.05 0.3925
H 1.9556 -1.0523 0.4971 -0.06 0.06 0.04 -0.4296
H 3.2515 -0.8005 2.6694 0.10 0.10 -0.10 0.5232
H 2.6776 0.7703 2.0600 -0.05 0.00 -0.04 0.4169
H 1.8209 -0.0916 3.3718 0.08 0.18 0.01 0.2201
H 2.1396 -2.9132 2.1781 -0.02 -0.08 -0.09 0.4870
H 0.5529 -2.9367 1.3543 0.15 -0.12 -0.06 0.3080
H 0.6911 -2.2803 2.9781 0.13 -0.06 0.07 0.3914
H -1.8306 1.5538 -1.8969 -0.08 0.24 0.61 0.3901
H -2.4070 0.0747 -2.5379 0.20 0.20 -0.13 0.4829
H -4.2263 -1.2309 -1.8316 0.04 0.01 0.01 0.7703
H -4.4975 -0.0542 -3.0702 0.09 -0.04 0.01 1.0433
H -6.5739 0.3573 -1.0548 0.03 0.04 -0.01 0.2704
H -6.4310 -1.3677 -1.4872 -0.23 0.14 0.32 0.5443
H -6.5461 0.6572 -3.7287 -0.09 0.10 0.09 0.4226
H -6.9926 -1.0401 -3.7164 0.03 -0.01 0.00 0.3836
H -9.6671 -0.1371 -1.1447 0.12 -0.15 -0.10 0.3674
H -4.3532 2.1777 -3.2499 0.30 0.04 -0.03 0.1537
H -3.3732 3.3207 -1.6114 0.12 -0.06 -0.05 0.0967
H -5.9179 3.7887 -0.9482 -0.25 -0.09 0.05 0.2751
H -5.8353 1.1930 0.7821 -0.03 -0.06 -0.01 0.7175
H -5.5557 -0.5472 0.9149 0.14 -0.09 0.13 0.7236
H -6.3212 -0.6270 2.9867 0.03 0.01 -0.04 0.3604
H -5.8908 0.6318 4.1513 0.00 0.04 -0.04 0.3255
H -4.8381 -0.7794 3.9508 0.05 0.02 -0.03 0.2038
H -4.4317 3.4786 1.9950 0.26 0.41 -0.37 0.3154
H -1.5435 1.8436 2.1223 0.12 -0.18 -0.15 0.1766
H -1.3305 2.4771 0.4752 0.22 -0.24 0.11 0.0234
H -1.8064 4.7106 1.1422 -0.18 0.03 0.02 0.2896
H -0.7938 4.0747 2.4214 -0.06 0.04 0.11 0.4586
H -2.5344 4.2369 2.6762 0.07 0.00 0.07 0.3412
C 2.9040 -1.6038 -4.3033 -0.01 0.00 -0.15 -0.3304
C 2.5156 -0.2893 -3.6624 -0.01 -0.07 0.05 0.2652
O 2.3381 -0.6581 -2.3046 0.19 0.13 0.03 -0.2127
C 3.1194 -1.7544 -2.0625 0.02 -0.11 0.00 0.5994
O 3.3654 -2.1655 -0.9787 -0.03 -0.07 -0.06 -0.5095
O 3.5549 -2.2811 -3.2214 -0.14 0.03 -0.02 -0.3295
F 1.3418 0.2002 -4.1379 -0.07 -0.06 0.05 -0.3015
H 2.0248 -2.1757 -4.6051 -0.08 0.11 0.02 0.3024
H 3.5772 -1.4780 -5.1424 0.15 -0.08 0.11 0.1944
H 3.2785 0.4870 -3.7285 -0.06 0.06 -0.09 0.2687
C 1.8029 2.3835 6.3675 -0.03 0.20 -0.03 -0.2217
C 3.2716 2.0154 6.4417 -0.07 -0.05 0.06 0.3191
O 3.2213 0.6055 6.5971 0.05 0.04 -0.24 -0.3397
C 2.0676 0.1630 6.0369 -0.07 -0.08 0.11 0.7315
O 1.8256 -0.9683 5.7786 -0.03 -0.01 0.04 -0.5014
O 1.2315 1.2009 5.7958 0.02 0.03 -0.02 -0.2985
F 3.8907 2.5623 7.5088 -0.03 -0.05 0.07 -0.2787
H 1.3936 2.5388 7.3665 0.09 0.00 0.04 0.2589
H 1.5978 3.2492 5.7432 -0.02 -0.08 -0.10 0.1045
H 3.8455 2.2501 5.5437 0.06 0.07 0.05 0.2736
C 1.3466 6.3782 0.9854 0.04 0.01 -0.08 -0.2428
C 0.9307 7.6829 1.6369 -0.02 -0.07 0.01 0.2522
O 0.6146 7.2704 2.9542 0.17 0.10 0.07 -0.3132
C 1.3340 6.1534 3.2344 0.00 0.00 -0.04 0.7189
O 1.4876 5.6990 4.3173 -0.09 -0.16 0.00 -0.5148
O 1.8628 5.6404 2.0958 -0.04 -0.02 0.01 -0.3168
F -0.1672 8.2169 1.0582 -0.07 -0.07 0.03 -0.2812
H 0.4734 5.8638 0.5814 -0.05 0.06 -0.02 0.1195
H 2.1044 6.4880 0.2159 0.10 -0.03 0.10 0.3092
H 1.7126 8.4423 1.6812 -0.06 0.07 -0.06 0.2953
C 6.5271 -2.9807 -5.1426 0.04 -0.09 0.12 -0.4561
C 7.7850 -2.4881 -5.8323 -0.09 0.03 -0.11 0.4259
O 7.3546 -1.2448 -6.3782 0.14 0.10 0.16 -0.3582
C 6.3512 -0.7762 -5.6071 -0.10 0.03 -0.02 0.6089
O 5.9107 0.3263 -5.6298 -0.07 -0.02 -0.06 -0.5295
O 5.8880 -1.7503 -4.7863 0.12 -0.09 -0.06 -0.2199
F 8.1679 -3.3061 -6.8387 -0.07 0.02 -0.06 -0.3167
H 5.8942 -3.5326 -5.8401 0.07 -0.01 -0.07 0.3435
H 6.7132 -3.5784 -4.2555 0.00 0.15 0.10 0.2250
H 8.6274 -2.3088 -5.1680 0.05 -0.06 -0.06 0.2682
C 9.7992 -5.9682 -2.3977 0.01 -0.07 0.04 -0.4145
C 11.0400 -5.4537 -3.1020 -0.07 0.00 -0.03 0.2993
O 10.5742 -4.2397 -3.6721 0.13 0.10 0.15 -0.2709
C 9.5450 -3.7861 -2.9148 0.01 -0.01 0.02 0.6601
O 9.0915 -2.6899 -2.9836 -0.09 -0.10 -0.04 -0.5356
O 9.1125 -4.7517 -2.0779 0.00 -0.02 -0.01 -0.3026
F 11.4560 -6.2785 -4.0843 -0.07 0.01 -0.06 -0.2764
H 9.1907 -6.5600 -3.0828 0.06 -0.02 -0.04 0.2730
H 10.0033 -6.5358 -1.4955 -0.02 0.12 0.08 0.2665
H 11.8818 -5.2324 -2.4444 0.06 -0.07 -0.05 0.3010
```
Forces are in eV/Å.

---

No. 2
An isolated molecule of C4H4ClNO in a non-equilibrium geometry. Source: the OMol25 dataset; level of theory: the ωB97M-V functional and the def2-TZVPD basis.

Summary:
Maximum force   5.1 eV Å⁻¹
E   -20268.5973 eV

Geometry as XYZ:
```
11
Properties=species:S:1:pos:R:3:forces:R:3:mulliken_charge:R:1
C 0.7511 -1.0186 0.4337 3.08 1.48 -0.03 -0.1781
C -1.4067 -1.2000 -0.1137 -0.22 2.25 0.44 0.5089
C 0.8512 0.4782 0.2300 -2.05 -1.18 -0.04 -0.3432
C -0.4072 0.9941 -0.3862 0.72 0.08 0.83 -0.6119
N -0.3675 -1.6164 0.3143 2.28 -3.24 1.42 -0.3286
O -2.4254 -1.2147 -0.5841 -4.60 -0.15 -2.26 -0.2975
Cl -0.9726 2.6199 -0.1035 0.07 -0.23 0.67 -0.1847
H 1.6395 -1.5914 0.7407 -0.58 0.31 -0.01 0.4137
H 0.8907 0.8255 1.2140 0.78 0.98 1.87 0.2663
H 1.7023 0.7506 -0.3411 1.02 0.33 -0.41 0.3685
H -0.2554 0.9728 -1.4042 -0.51 -0.61 -2.50 0.3865
```
Forces are in eV/Å.

---

No. 3
A structure of composition C46H30Cl4N4OSY in a non-equilibrium geometry. Source: the OMol25 dataset; level of theory: the ωB97M-V functional and the def2-TZVPD basis.

Summary:
Maximum force   1.9 eV Å⁻¹
E   -118164.2437 eV
Net charge   +1

Geometry as XYZ:
```
87
Properties=species:S:1:pos:R:3:forces:R:3:mulliken_charge:R:1
Y -0.1290 0.0871 -0.0514 1.87 0.14 -0.11 2.1910
Cl -2.1397 6.7392 -6.5801 -0.01 0.04 -0.04 -0.1965
C -1.8312 5.5262 -5.3889 -0.02 -0.08 0.13 0.3654
C -0.6672 4.7793 -5.4558 0.06 0.02 -0.08 -0.9068
C -0.4213 3.8045 -4.5015 0.08 -0.04 0.01 -0.0911
C -1.3248 3.5709 -3.4725 -0.30 0.15 0.08 -0.4499
C -2.4934 4.3356 -3.4233 0.11 -0.07 -0.01 -0.0975
C -2.7523 5.3075 -4.3742 0.00 0.02 -0.03 -0.9725
C -1.0966 2.5229 -2.4370 0.11 -0.11 0.03 1.6885
C -1.1025 1.1843 -2.8990 -0.08 0.10 0.01 0.2234
C -1.4348 0.7474 -4.2323 -0.01 0.11 -0.03 -1.3992
C -1.4083 -0.6100 -4.2380 0.00 -0.15 0.02 -1.4244
C -1.0580 -1.0444 -2.9081 -0.06 -0.07 -0.05 0.2192
C -0.9972 -2.3881 -2.4590 0.16 0.12 0.01 1.7015
C -1.2196 -3.4318 -3.5026 -0.38 -0.14 0.16 -0.5761
C -2.3973 -4.1833 -3.4612 0.13 0.05 -0.04 -0.0163
C -2.6634 -5.1486 -4.4171 0.01 -0.01 -0.01 -0.9917
C -1.7403 -5.3709 -5.4295 -0.04 0.06 0.12 0.3435
Cl -2.0573 -6.5738 -6.6296 -0.01 -0.03 -0.03 -0.1964
C -0.5690 -4.6358 -5.4888 0.08 -0.01 -0.08 -0.9165
C -0.3151 -3.6681 -4.5283 0.09 0.03 0.00 -0.0084
C -0.8202 -2.8465 -1.1348 -0.05 0.00 -0.06 0.0831
N -0.6820 -2.0613 -0.0219 -0.52 0.17 0.06 -0.2574
C -0.6294 -2.8525 1.0927 -0.04 0.02 0.09 0.1558
C -0.5740 -2.4031 2.4348 0.00 -0.04 -0.11 1.5059
C -0.5710 -3.4624 3.4864 0.00 -0.04 0.03 -0.4181
C 0.5400 -3.6471 4.3050 -0.02 0.00 -0.02 0.0218
C 0.5491 -4.6273 5.2846 0.05 -0.01 0.04 -0.9420
C -0.5665 -5.4314 5.4543 -0.01 0.08 -0.09 0.3294
Cl -0.5608 -6.6574 6.6727 0.00 -0.03 0.04 -0.1938
C -1.6864 -5.2608 4.6552 -0.04 -0.03 0.01 -0.9234
C -1.6830 -4.2796 3.6772 0.03 0.05 -0.01 -0.0735
C -0.5704 -1.0679 2.9029 -0.06 0.00 0.04 0.1899
C -0.6668 -0.6413 4.2799 0.00 -0.13 -0.02 -1.2678
C -0.7075 0.7150 4.2870 -0.02 0.10 0.03 -1.4129
C -0.6365 1.1631 2.9157 -0.09 0.00 0.00 0.2210
N -0.5472 0.0508 2.1248 -0.33 0.02 -0.06 -0.1811
C -0.7130 2.4987 2.4632 0.00 0.04 -0.11 1.7168
C -0.7885 2.9663 1.1233 -0.06 -0.04 0.13 0.1720
C -0.8473 4.3421 0.6964 0.05 0.05 0.16 -1.3135
C -0.9497 4.3496 -0.6569 0.03 0.07 -0.15 -1.1449
C -0.9572 2.9793 -1.1026 -0.07 -0.04 -0.08 0.2001
N -0.8424 2.1861 0.0048 -0.47 -0.21 0.03 -0.6038
C -0.7496 3.5481 3.5220 0.03 0.09 0.07 -0.4561
C -1.8811 4.3411 3.7014 0.02 -0.07 -0.03 -0.0704
C -1.9181 5.3180 4.6824 -0.04 0.05 0.02 -0.9781
C -0.8117 5.5123 5.4949 0.01 -0.11 -0.10 0.3357
Cl -0.8475 6.7349 6.7154 0.00 0.04 0.04 -0.1952
C 0.3242 4.7344 5.3352 0.05 0.01 0.04 -0.9828
C 0.3481 3.7568 4.3539 -0.02 -0.03 -0.05 -0.0385
C -0.6894 -4.2267 0.6518 0.06 -0.03 0.14 -1.4431
C -0.8060 -4.2225 -0.6987 0.02 -0.06 -0.14 -1.1154
N -0.8719 0.0686 -2.1419 -0.32 0.00 0.06 -0.0689
H 0.0418 4.9641 -6.2512 0.00 -0.01 0.01 0.4179
H 0.4919 3.2242 -4.5571 -0.01 0.00 0.00 0.4817
H -3.2120 4.1525 -2.6343 -0.02 0.01 0.00 0.5243
H -3.6630 5.8889 -4.3343 0.01 0.01 -0.02 0.4214
H -1.6982 1.3934 -5.0535 0.01 0.00 0.00 0.5067
H -1.6442 -1.2640 -5.0612 0.00 0.02 -0.02 0.5065
H -3.1165 -3.9950 -2.6739 -0.02 -0.02 0.00 0.5099
H -3.5805 -5.7201 -4.3828 0.01 -0.01 -0.02 0.4301
H 0.1393 -4.8228 -6.2843 0.00 0.01 0.01 0.4194
H 0.6029 -3.0949 -4.5801 -0.01 0.00 0.00 0.4649
H 1.4122 -3.0184 4.1722 0.00 0.00 0.00 0.4818
H 1.4168 -4.7707 5.9137 -0.01 -0.01 0.00 0.4143
H -2.5548 -5.8880 4.8022 0.01 0.00 0.01 0.4245
H -2.5604 -4.1372 3.0584 0.00 -0.01 0.00 0.5046
H -0.7338 -1.2993 5.1304 0.00 0.01 0.01 0.5483
H -0.8147 1.3528 5.1489 0.01 0.01 -0.01 0.5130
H -0.8043 5.2012 1.3451 0.00 0.00 0.00 0.5373
H -1.0042 5.2163 -1.2948 0.00 -0.01 0.00 0.5386
H -2.7476 4.1830 3.0710 0.00 0.01 0.00 0.5071
H -2.8014 5.9259 4.8214 0.01 0.00 0.00 0.4244
H 1.1833 4.8969 5.9714 -0.01 0.01 0.01 0.4218
H 1.2373 3.1519 4.2240 0.00 0.00 0.01 0.4926
H -0.6469 -5.0901 1.2947 0.00 -0.01 0.00 0.5561
H -0.8756 -5.0830 -1.3435 0.00 0.00 -0.01 0.5697
C 4.1986 -0.0563 -1.7589 -0.09 0.05 0.05 -1.0494
S 3.2434 -0.8959 -0.5072 0.19 -0.12 -0.07 0.5722
C 4.3799 -0.7130 0.8552 -0.09 0.07 -0.01 -1.0127
O 2.1119 0.0770 -0.1891 -0.01 -0.01 0.00 -0.6628
H 4.4426 0.9410 -1.3958 0.02 0.00 -0.03 0.3468
H 3.5818 0.0017 -2.6534 0.02 -0.02 -0.01 0.3331
H 5.0975 -0.6374 -1.9594 0.00 -0.01 -0.01 0.4441
H 5.2706 -1.3018 0.6408 0.00 -0.01 0.01 0.4426
H 3.8838 -1.0929 1.7457 0.02 -0.02 0.00 0.2842
H 4.6191 0.3433 0.9689 0.02 -0.01 0.03 0.3447
```
Forces are in eV/Å.